<a>
Entry from the OMol25 dataset: the molecule C4H10N2 (ωB97M-V with the def2-TZVPD basis set).

Last column: Löwdin charge in e.
CARTESIAN COORDINATES (ANGSTROEM)
C: 0.59548 -0.55800 -1.33093  -0.281
C: 0.90466 0.18601 -0.00681  -0.162
C: -0.20028 0.21141 1.04240  -0.416
C: -0.38020 1.30817 1.77325  0.046
N: -0.80565 -1.06257 1.31583  0.061
N: -0.13680 0.21605 -2.38409  -0.006
H: 0.08095 -1.47863 -1.08230  0.077
H: 1.54639 -0.79674 -1.79301  0.098
H: 1.71403 -0.39152 0.45904  0.116
H: 1.30916 1.16714 -0.27503  0.112
H: -0.92960 1.32879 2.70151  0.057
H: 0.12659 2.21464 1.46860  0.057
H: -0.23982 -1.61538 1.93810  0.082
H: -1.04687 -1.48684 0.43788  0.051
H: -0.38011 -0.39587 -3.14805  0.055
H: -0.94365 0.61953 -1.92805  0.054

For the HOMO energy, the calculation gives -9.11 eV. The calculation puts the HOMO-LUMO gap at 0.3692 Ha. As for the charge: 0. As for the SMILES: C=C(N)CCN. The calculation puts the LUMO energy at 0.94 eV.

<b>
Entry from the OMol25 dataset: a cluster of 2 separate species, C4H10N2 in total (ωB97M-V with the def2-TZVPD basis set).

Last column: Löwdin charge in e.
CARTESIAN COORDINATES (ANGSTROEM)
C: -1.78798 1.48294 -0.23168  -0.058
C: -2.24437 0.24928 -0.48658  -0.297
N: -1.65505 -0.87782 0.07341  0.028
H: -2.10981 2.45247 -0.66963  0.046
H: -0.98715 1.74857 0.44154  0.020
H: -3.06966 0.04733 -1.19165  0.104
H: -0.63972 -0.76710 0.18563  0.021
H: -2.13487 -1.74783 -0.04712  0.073
C: 1.21475 -0.89275 1.15346  -0.061
C: 1.61452 0.11766 0.32964  -0.277
N: 2.64003 -0.11670 -0.60584  0.028
H: 2.01258 -1.64476 0.97438  0.062
H: 1.02035 -0.74097 2.21233  0.063
H: 0.97084 0.99860 0.24918  0.082
H: 2.69450 0.65833 -1.25795  0.077
H: 2.46105 -0.96724 -1.12911  0.090

For the HOMO energy, the calculation gives -7.94 eV. The calculation puts the HOMO-LUMO gap at 0.3294 Ha. As for the charge: 0. As for the SMILES: C=CN.C=CN. The calculation puts the LUMO energy at 1.02 eV.

Most favorable structure: <a>. The second most favorable one is 36.2 kcal/mol above it.

<a>
Entry from the OMol25 dataset: the molecule C4H5FO2 (ωB97M-V with the def2-TZVPD basis set).

Last column: Löwdin charge in e.
CARTESIAN COORDINATES (ANGSTROEM)
C: 1.42552 -0.08363 0.44108  -0.150
C: 0.08063 0.66868 0.49237  -0.204
C: -1.89988 0.00658 -0.20481  -0.138
C: 0.16431 -0.66996 -0.11575  -0.229
H: 1.80420 -0.23944 1.46237  0.156
H: -0.17526 0.58809 1.56069  0.157
H: -2.29633 -0.05550 -1.22686  0.133
H: -2.70121 0.09868 0.57339  0.144
H: 0.31990 -0.54012 -1.20571  0.171
O: -1.03016 1.19692 -0.21743  -0.053
O: -1.13439 -1.17870 0.13301  -0.043
F: 2.41574 0.05251 -0.46288  0.057

For the HOMO energy, the calculation gives -9.61 eV. The calculation puts the HOMO-LUMO gap at 0.3863 Ha. As for the charge: 0. As for the SMILES: FC1[C@H]2OCO[C@H]12. The calculation puts the LUMO energy at 0.90 eV.

<b>
Entry from the OMol25 dataset: the molecule C4H5FO2 (ωB97M-V with the def2-TZVPD basis set).

Last column: Löwdin charge in e.
CARTESIAN COORDINATES (ANGSTROEM)
C: 1.77433 0.78130 -0.14462  -0.457
C: 0.99279 -0.44727 -0.25689  -0.273
C: -1.31887 0.40622 0.42038  -0.079
C: -0.59031 -0.60648 -0.37235  -0.128
O: 2.34011 1.63365 -0.72458  0.189
O: 1.30497 0.30778 0.91790  0.219
F: 1.60394 -1.67560 -0.28800  0.084
H: -1.58510 0.02106 1.36730  0.070
H: -2.34704 0.62335 0.07295  0.101
H: -0.60792 1.18349 0.52607  0.065
H: -0.86052 -0.62449 -1.42795  0.119
H: -0.70640 -1.60301 -0.09020  0.091

For the HOMO energy, the calculation gives -10.46 eV. The calculation puts the HOMO-LUMO gap at 0.4162 Ha. As for the charge: 0. As for the SMILES: CC[C@]1(F)OC1=O. The calculation puts the LUMO energy at 0.87 eV.

Most favorable structure: <b>. The second most favorable one is 72.6 kcal/mol above it.

<a>
Entry from the OMol25 dataset: the molecule C4H5FO2 (ωB97M-V with the def2-TZVPD basis set).

Last column: Löwdin charge in e.
CARTESIAN COORDINATES (ANGSTROEM)
C: -0.43427 1.57752 0.18473  -0.109
C: 0.25563 0.41118 -0.56101  -0.316
C: -0.43072 -1.67273 -0.20240  -0.083
C: 0.61761 -1.46648 0.55828  -0.112
H: -0.85689 1.18573 1.16134  0.149
H: -1.16640 2.08915 -0.44237  0.125
H: 0.81499 0.91696 -1.36125  0.162
H: -1.01436 -2.60739 -0.32567  0.135
H: 1.06283 -2.15838 1.28725  0.133
O: -0.64521 -0.55299 -1.04798  -0.020
O: 1.20024 -0.21564 0.34763  -0.016
F: 0.59655 2.49307 0.40145  -0.049

For the HOMO energy, the calculation gives -8.57 eV. The calculation puts the HOMO-LUMO gap at 0.3521 Ha. As for the charge: 0. As for the SMILES: FCC1OC=CO1. The calculation puts the LUMO energy at 1.01 eV.

<b>
Entry from the OMol25 dataset: the molecule C4H5FO2 (ωB97M-V with the def2-TZVPD basis set).

Last column: Löwdin charge in e.
CARTESIAN COORDINATES (ANGSTROEM)
C: 1.50763 -0.39021 -0.29518  -0.123
C: 0.37514 -0.11428 0.67889  -0.328
C: -1.65270 -0.29112 -0.20076  -0.086
C: -1.34415 0.99501 -0.16024  -0.088
H: 1.16173 -0.18160 -1.30853  0.135
H: 1.77849 -1.43566 -0.24724  0.127
H: 0.74175 -0.23698 1.70316  0.167
H: -2.48656 -0.81544 -0.62453  0.120
H: -1.83979 1.88513 -0.50626  0.124
O: -0.66722 -1.03943 0.43466  -0.017
O: -0.14912 1.18755 0.51785  -0.005
F: 2.57480 0.43705 0.00820  -0.025

For the HOMO energy, the calculation gives -8.46 eV. The calculation puts the HOMO-LUMO gap at 0.3481 Ha. As for the charge: 0. As for the SMILES: FCC1OC=CO1. The calculation puts the LUMO energy at 1.01 eV.

Most favorable structure: <b>. The second most favorable one is 5.3 kcal/mol above it.